Record 1
Entry from the Open Molecules 2025 dataset: a structure of composition C31H48BEuN12O3PTe at a distorted geometry (ωB97M-V/def2-TZVPD).

Calculated values
<S²> ... 15.76
Charge ... +2
LUMO (alpha / beta) ... -6.4294 / -7.6465 eV
Multiplicity ... 8
DFT total energy ... -3437.2096 hartree
Frontier orbital gap (alpha / beta) ... 6.706 / 5.489 eV

Atoms and positions in Å:
Eu (-0.3810, -0.3091, 0.2387)
C (0.5273, -3.7032, 2.0772)
C (1.6183, -2.7795, 2.6359)
N (1.2398, -1.3840, 2.7287)
C (0.2319, -1.0492, 3.7214)
C (-1.1645, -1.5872, 3.4793)
C (-1.8695, -2.2007, 4.5093)
C (-3.1316, -2.7101, 4.2520)
C (-3.6368, -2.6039, 2.9664)
C (-2.8786, -1.9695, 1.9919)
C (-3.4039, -1.8365, 0.5815)
N (-2.3152, -1.8705, -0.4070)
C (-1.9172, -3.2431, -0.7647)
C (-1.1706, -3.9417, 0.3709)
N (-0.0270, -3.1491, 0.8343)
N (-1.6718, -1.4434, 2.2466)
H (0.9413, -4.7059, 1.9186)
H (-0.2810, -3.7973, 2.8069)
H (1.9033, -3.1195, 3.6346)
H (2.4997, -2.8362, 1.9903)
H (1.0149, -1.0036, 1.7987)
H (0.5955, -1.4087, 4.6886)
H (0.1536, 0.0452, 3.7640)
H (-1.4245, -2.2781, 5.4891)
H (-3.7000, -3.1985, 5.0283)
H (-4.6031, -3.0132, 2.7225)
H (-4.1411, -2.6318, 0.3986)
H (-3.9171, -0.8705, 0.4930)
H (-2.6623, -1.4396, -1.2662)
H (-2.7914, -3.8585, -1.0249)
H (-1.2563, -3.1812, -1.6339)
H (-1.8440, -4.0830, 1.2195)
H (-0.8648, -4.9380, 0.0212)
H (0.7028, -3.2153, 0.1204)
C (-3.5355, 1.2037, 2.6490)
C (-3.0584, 1.8166, 1.3785)
C (-3.7009, 2.8117, 0.6324)
C (-2.7970, 3.1681, -0.3385)
N (-1.6836, 2.4285, -0.1794)
N (-1.8505, 1.5607, 0.8561)
B (-0.3881, 2.5991, -1.0007)
N (-0.4684, 1.6023, -2.1694)
C (-0.0668, 1.7734, -3.4391)
C (-0.6869, 0.8066, -4.2141)
C (-1.4798, 0.0728, -3.3202)
C (-2.4313, -1.0137, -3.6874)
N (-1.3284, 0.5469, -2.0805)
N (0.8910, 2.3578, -0.1221)
C (1.9048, 3.2503, -0.1049)
C (2.6007, 3.1052, 1.0669)
C (1.9626, 2.0583, 1.7454)
C (2.3393, 1.5648, 3.0976)
N (0.9417, 1.5924, 1.0134)
N (-0.2999, 4.0323, -1.4742)
C (-0.4919, 5.1251, -0.6813)
C (-0.0415, 6.2231, -1.3566)
C (0.4172, 5.7229, -2.6007)
C (0.9813, 6.4913, -3.7294)
N (0.2643, 4.4112, -2.6301)
H (-3.8999, 1.9908, 3.3074)
H (-2.7183, 0.6878, 3.1453)
H (-4.3584, 0.5083, 2.4911)
H (-4.6767, 3.2203, 0.7962)
H (-2.8914, 3.9018, -1.1138)
H (0.5440, 2.6130, -3.7167)
H (-0.6144, 0.6825, -5.2753)
H (-2.6705, -0.9321, -4.7454)
H (-3.3599, -0.9203, -3.1256)
H (-2.0022, -2.0007, -3.5214)
H (2.0869, 3.9198, -0.9208)
H (3.4420, 3.6761, 1.4033)
H (3.2899, 2.0079, 3.3833)
H (2.4238, 0.4811, 3.1310)
H (1.5938, 1.8717, 3.8308)
H (-0.9199, 5.0352, 0.2967)
H (-0.0537, 7.2446, -1.0392)
H (0.4625, 7.4419, -3.8214)
H (0.8934, 5.9307, -4.6552)
H (2.0332, 6.7085, -3.5469)
C (3.5877, -3.8824, -3.4507)
C (2.3756, -3.7402, -2.5522)
O (2.5832, -2.7626, -1.5210)
P (1.9604, -1.2896, -1.6856)
O (0.4900, -1.3540, -1.4029)
Te (2.4767, -0.1908, -3.7468)
O (2.6018, -0.5998, -0.3750)
C (4.0548, -0.5760, -0.3643)
C (4.5864, 0.3557, 0.6999)
H (3.3830, -4.6390, -4.2024)
H (4.4504, -4.1968, -2.8690)
H (3.8228, -2.9455, -3.9573)
H (2.1859, -4.6799, -2.0287)
H (1.4828, -3.4612, -3.1227)
H (4.3908, -0.2514, -1.3567)
H (4.4036, -1.5960, -0.1913)
H (4.3456, 1.3879, 0.4678)
H (5.6674, 0.2571, 0.7423)
H (4.1784, 0.1033, 1.6735)

---

Record 2
Entry from the Open Molecules 2025 dataset: a structure of composition C31H48BI3N4O7P at a distorted geometry (ωB97M-V/def2-TZVPD).

Calculated values
Charge ... -1
LUMO ... 1.9790 eV
DFT total energy ... -3214.5934 hartree
Frontier orbital gap ... 6.237 eV

Atoms and positions in Å:
C (-1.3572, -0.5456, 3.8696)
C (-1.1711, -1.0902, 2.3615)
P (-1.3709, 0.2139, 0.9233)
C (-1.5160, -1.2544, -0.3281)
N (-2.5505, -1.1681, -1.3996)
C (-3.1813, 0.5105, 1.3099)
C (-4.3785, -0.4547, 1.0067)
C (-5.6505, 0.0901, 1.9652)
C (-4.4032, -2.0383, 1.1850)
B (-1.4333, 1.5975, -0.4637)
O (-1.1565, 1.3955, -1.8921)
O (-1.6916, 3.0524, -0.1542)
C (-2.7358, 3.5937, -1.0369)
O (-0.9419, 1.6437, 1.8969)
C (0.5230, 1.9480, 2.0202)
C (1.1008, 3.3237, 1.3060)
O (0.2974, 4.5318, 1.5703)
C (0.5096, 5.4998, 0.4444)
C (0.6048, 2.3683, 3.5905)
O (1.8638, 2.9792, 4.0434)
O (1.5733, 4.2211, 4.3758)
C (1.3557, 0.6407, 1.4220)
I (2.3381, -0.3750, 3.1860)
C (2.8237, 0.9796, 0.7495)
I (4.4514, 1.6621, 2.1332)
C (3.2741, 0.8483, -0.6377)
C (4.8330, 1.2497, -1.0994)
I (1.9931, 0.0739, -2.1837)
O (0.3552, -0.1523, 0.7368)
H (-0.3697, -0.5494, 4.5434)
H (-1.8222, 0.5126, 4.0255)
H (-2.0852, -1.2802, 4.4729)
H (-0.1516, -1.6841, 2.1607)
H (-1.9568, -1.9857, 2.2692)
H (-1.6015, -2.3092, 0.1709)
H (-0.4670, -1.2781, -0.9030)
H (-3.0269, -2.1097, -1.5209)
H (-2.1506, -0.9695, -2.3581)
H (-3.4934, 1.5265, 0.7524)
H (-3.2653, 0.8517, 2.4547)
H (-4.7807, -0.2262, -0.0977)
H (-5.7172, 1.2564, 1.9978)
H (-6.6538, -0.4616, 1.7276)
H (-5.3354, -0.2565, 3.0627)
H (-5.5282, -2.4206, 1.0649)
H (-4.1212, -2.3100, 2.3125)
H (-3.7670, -2.6958, 0.4565)
H (-1.9793, 1.2078, -2.4306)
H (-2.4252, 3.6570, -2.1653)
H (-3.7289, 2.9610, -0.9680)
H (-2.9906, 4.6807, -0.6399)
H (2.2024, 3.5938, 1.5540)
H (1.0718, 3.1294, 0.1280)
H (-0.0340, 6.5253, 0.6209)
H (1.6568, 5.6939, 0.2278)
H (0.0744, 5.0597, -0.5758)
H (0.3329, 1.5512, 4.3767)
H (-0.2259, 3.2153, 3.7459)
H (2.2665, 4.8594, 4.0092)
H (4.9687, 1.0087, -2.2553)
H (5.6404, 0.5898, -0.5269)
H (5.0356, 2.4099, -0.9767)
N (7.6366, 1.2242, -3.3488)
C (8.3065, 2.3033, -2.8882)
C (9.0214, 3.1704, -3.6989)
C (9.0564, 2.9154, -5.0657)
C (8.3779, 1.8107, -5.5701)
C (7.6874, 1.0035, -4.6804)
H (8.2517, 2.4578, -1.8145)
H (9.5387, 4.0235, -3.2748)
H (9.6075, 3.5722, -5.7325)
H (8.3862, 1.5844, -6.6302)
H (7.1392, 0.1314, -5.0257)
N (-0.1118, -4.6010, 4.3417)
C (0.9488, -3.8676, 3.9384)
C (1.9247, -4.3353, 3.0730)
C (1.8106, -5.6359, 2.5933)
C (0.7305, -6.4166, 2.9921)
C (-0.1966, -5.8593, 3.8580)
H (0.9951, -2.8606, 4.3426)
H (2.7539, -3.7012, 2.7805)
H (2.5570, -6.0378, 1.9143)
H (0.6133, -7.4340, 2.6365)
H (-1.0591, -6.4272, 4.1954)
N (-4.0858, -3.8596, -3.3281)
C (-3.4587, -3.4893, -4.4661)
C (-4.1144, -2.9878, -5.5791)
C (-5.4985, -2.8609, -5.5259)
C (-6.1729, -3.2357, -4.3684)
C (-5.4295, -3.7233, -3.3056)
H (-2.3794, -3.6103, -4.4596)
H (-3.5595, -2.7036, -6.4659)
H (-6.0471, -2.4730, -6.3793)
H (-7.2511, -3.1496, -4.2956)
H (-5.9094, -4.0256, -2.3791)

---

Record 3
Entry from the Open Molecules 2025 dataset: a structure of composition C31H48BN6OPtS (ωB97M-V/def2-TZVPD).

Calculated values
Charge ... +3
LUMO (alpha / beta) ... -12.1525 / -12.1515 eV
DFT total energy ... -2155.2099 hartree
Frontier orbital gap (alpha / beta) ... 5.092 / 5.093 eV

Atoms and positions in Å:
Pt (0.1917, 0.1871, 0.3923)
C (3.4498, -3.4080, -1.8240)
C (2.2166, -2.9541, -1.1312)
C (1.0818, -3.6855, -0.7929)
C (0.2187, -2.8480, -0.1130)
N (0.8493, -1.6356, -0.0379)
N (2.0509, -1.7093, -0.6707)
B (3.0154, -0.5193, -0.6232)
N (2.3602, 0.6026, -1.4451)
N (1.1264, 1.0881, -1.1129)
C (0.8507, 2.1884, -1.8955)
C (1.9399, 2.3377, -2.7314)
C (2.8617, 1.3424, -2.4369)
C (4.1985, 1.0956, -3.0393)
C (-0.3253, 3.1328, -1.8250)
C (-1.5181, 2.5167, -2.5614)
C (-0.6021, 3.4967, -0.3624)
C (0.0368, 4.4371, -2.5542)
N (3.0428, -0.0241, 0.8337)
N (1.8665, 0.3364, 1.4019)
C (2.0759, 0.7239, 2.6902)
C (3.4391, 0.6114, 2.9131)
C (4.0206, 0.1380, 1.7413)
C (5.4468, -0.1547, 1.4468)
C (1.0152, 1.1527, 3.6662)
C (1.0124, 0.1636, 4.8432)
C (1.3435, 2.5695, 4.1648)
C (-0.3614, 1.1644, 3.0139)
C (-1.0699, -3.2571, 0.5508)
C (-0.9109, -4.6833, 1.1029)
C (-1.3788, -2.3428, 1.7347)
C (-2.1752, -3.2461, -0.5091)
H (3.3420, -4.4509, -2.1109)
H (4.3205, -3.3205, -1.1737)
H (3.6332, -2.8194, -2.7228)
H (0.9292, -4.7367, -0.9668)
H (4.0906, -0.7985, -1.0265)
H (2.0615, 3.1134, -3.4663)
H (4.3800, 1.8217, -3.8277)
H (4.2555, 0.0973, -3.4726)
H (4.9892, 1.1930, -2.2957)
H (-1.8370, 1.5799, -2.1185)
H (-1.2546, 2.3328, -3.6037)
H (-2.3486, 3.2267, -2.5577)
H (-0.8372, 2.6280, 0.2578)
H (-1.4582, 4.1699, -0.3017)
H (0.2571, 4.0116, 0.0700)
H (0.1845, 4.2767, -3.6216)
H (0.9262, 4.9077, -2.1352)
H (-0.7919, 5.1361, -2.4439)
H (3.9534, 0.8498, 3.8289)
H (6.0512, 0.0363, 2.3296)
H (5.8150, 0.4759, 0.6371)
H (5.5809, -1.1969, 1.1567)
H (1.9699, 0.1680, 5.3613)
H (0.8094, -0.8566, 4.5109)
H (0.2440, 0.4521, 5.5606)
H (2.3101, 2.5942, 4.6654)
H (0.5897, 2.8873, 4.8854)
H (1.3637, 3.2887, 3.3443)
H (-0.6394, 0.1571, 2.6448)
H (-0.4305, 1.9227, 2.2228)
H (-1.1349, 1.4060, 3.7451)
H (-0.0672, -4.7585, 1.7893)
H (-0.7834, -5.4171, 0.3086)
H (-1.8169, -4.9531, 1.6457)
H (-0.5842, -2.3920, 2.4829)
H (-2.3061, -2.6471, 2.2205)
H (-1.5280, -1.3023, 1.4235)
H (-1.9173, -3.9086, -1.3352)
H (-2.3385, -2.2477, -0.9165)
H (-3.1093, -3.6030, -0.0747)
C (-3.8862, 2.0220, 0.3434)
S (-3.3002, 0.3382, 0.3770)
O (-1.7781, 0.5748, -0.0151)
C (-4.2049, -0.4024, -0.9211)
C (-4.2790, 0.0863, -2.2280)
C (-5.1276, -0.5403, -3.1187)
C (-5.9110, -1.6170, -2.7034)
C (-5.8501, -2.0798, -1.3974)
C (-4.9859, -1.4782, -0.4964)
H (-3.7076, 2.4571, -0.6346)
H (-3.3656, 2.5685, 1.1270)
H (-4.9541, 1.9824, 0.5601)
H (-3.6968, 0.9385, -2.5488)
H (-5.1992, -0.1826, -4.1365)
H (-6.5850, -2.0869, -3.4073)
H (-6.4760, -2.9021, -1.0794)
H (-4.9362, -1.8196, 0.5304)

---

Record 4
Entry from the Open Molecules 2025 dataset: a structure of composition C31H48BN6ReS3 at a distorted geometry (ωB97M-V/def2-TZVPD).

Calculated values
<S²> ... 0.77
Charge ... +3
ΔE to the lowest compared entry with this formula, charge and spin ... 28.8 kcal/mol
LUMO (alpha / beta) ... -11.1484 / -10.7641 eV
Multiplicity ... 2
DFT total energy ... -2835.5059 hartree
Frontier orbital gap (alpha / beta) ... 5.267 / 5.522 eV

Atoms and positions in Å:
Re (-0.9001, 0.4763, 0.4361)
C (0.4595, 3.2362, 4.0191)
C (-0.0550, 1.7985, 3.9161)
C (-0.5128, 1.3081, 5.2952)
C (-1.1138, 1.6193, 2.8621)
C (-1.2837, 2.5550, 1.8146)
C (-2.3582, 2.4616, 0.9122)
C (-3.2986, 1.4122, 0.9938)
C (-4.5441, 1.4105, 0.1763)
C (-3.0609, 0.4147, 1.9666)
C (-1.9963, 0.5098, 2.8677)
H (1.1612, 3.3045, 4.8446)
H (-0.3529, 3.9307, 4.2163)
H (0.9928, 3.5511, 3.1251)
H (0.7961, 1.1709, 3.6130)
H (-1.4347, 1.8020, 5.5889)
H (0.2440, 1.5580, 6.0292)
H (-0.6574, 0.2331, 5.3386)
H (-0.6698, 3.4434, 1.7850)
H (-2.5324, 3.2733, 0.2136)
H (-4.4503, 0.7597, -0.6936)
H (-4.7825, 2.4105, -0.1775)
H (-5.3798, 1.0425, 0.7662)
H (-3.7850, -0.3814, 2.0790)
H (-1.9346, -0.2280, 3.6544)
C (2.7110, 4.6554, -2.9803)
C (1.8415, 4.0651, -1.8677)
C (2.1794, 4.7009, -0.5165)
C (0.3779, 4.3052, -2.2108)
N (2.1503, 2.6138, -1.7624)
C (3.4337, 2.1625, -1.6748)
C (3.3977, 0.8050, -1.6073)
N (2.0943, 0.4106, -1.6455)
B (1.7607, -1.0900, -1.8833)
N (1.8581, -1.9426, -0.5955)
C (2.2588, -3.2405, -0.6867)
C (2.3660, -3.7426, 0.5708)
N (2.0393, -2.7505, 1.4471)
C (1.7137, -1.6670, 0.7138)
S (1.2215, -0.0991, 1.2803)
C (2.0386, -3.0043, 2.9107)
C (0.9375, -4.0329, 3.1786)
C (1.7653, -1.7370, 3.7093)
C (3.4098, -3.5634, 3.2973)
N (0.4044, -1.3393, -2.6035)
C (0.3937, -1.4906, -3.9599)
C (-0.8261, -1.9586, -4.3298)
N (-1.5763, -2.1104, -3.2045)
C (-0.8188, -1.7039, -2.1644)
S (-1.3235, -1.6472, -0.4995)
C (-2.9767, -2.5962, -3.2809)
C (-3.0147, -3.7751, -4.2601)
C (-3.8287, -1.4357, -3.7992)
C (-3.4859, -3.0692, -1.9259)
C (1.3501, 1.5295, -1.7128)
S (-0.3844, 1.4791, -1.6355)
H (2.4379, 5.6954, -3.1343)
H (2.5636, 4.1244, -3.9165)
H (3.7675, 4.6338, -2.7358)
H (1.8697, 5.7427, -0.5161)
H (3.2464, 4.6810, -0.3151)
H (1.6618, 4.1909, 0.2934)
H (0.2103, 5.3741, -2.3191)
H (-0.2838, 3.9564, -1.4208)
H (0.1055, 3.8342, -3.1530)
H (4.2861, 2.8090, -1.6713)
H (4.2063, 0.1057, -1.5468)
H (2.6039, -1.4898, -2.6056)
H (2.4554, -3.7125, -1.6266)
H (2.6427, -4.7290, 0.8794)
H (-0.0309, -3.6513, 2.8620)
H (0.8936, -4.2484, 4.2419)
H (1.1287, -4.9689, 2.6622)
H (0.7668, -1.3553, 3.5068)
H (2.5099, -0.9701, 3.5102)
H (1.8168, -1.9740, 4.7699)
H (3.5865, -4.5453, 2.8704)
H (3.4547, -3.6678, 4.3775)
H (4.2117, -2.8981, 2.9864)
H (1.2455, -1.2730, -4.5686)
H (-1.1970, -2.1871, -5.3076)
H (-2.9156, -3.4615, -5.2948)
H (-3.9745, -4.2755, -4.1722)
H (-2.2339, -4.4969, -4.0331)
H (-3.5182, -1.1251, -4.7935)
H (-3.7659, -0.5765, -3.1333)
H (-4.8663, -1.7518, -3.8601)
H (-2.7929, -3.7669, -1.4614)
H (-4.4306, -3.5898, -2.0672)
H (-3.6779, -2.2389, -1.2493)

---

Question: What is the DFT total energy in the second record?
Answer: -3214.5934 hartree

---

Question: charge of number 3 (C31H48BN6OPtS)?
Answer: +3

---

Question: The lowest charge belongs to which entry?
Answer: C31H48BI3N4O7P